123
Properties=species:S:1:pos:R:3:forces:R:3 method="wB97M-V/def2-TZVPD" homo_lumo_gap_ev=9.8 e_tot_ev=-100513.743 total_charge=+4 e_lumo_ha=-0.3158 spin_multiplicity=1
P -0.12681 5.41541 -4.89342 -1.181 2.065 0.568
P 0.70545 0.81829 -1.63494 -0.021 -1.105 0.014
F 1.28060 0.15910 -3.05186 0.104 -0.227 -0.094
F 0.20734 1.38134 -0.21268 -0.224 0.348 -0.330
F 0.64974 5.79646 -6.23626 -0.104 -0.198 0.055
F 2.13828 1.53795 -1.40521 -0.148 0.176 -0.324
F -0.69820 0.01165 -1.83729 0.066 0.025 0.014
F 0.68895 3.97952 -4.84551 -0.042 -0.456 -0.402
F -0.93869 4.89601 -3.58096 0.412 -0.149 0.075
F 0.12892 2.00862 -2.50845 0.183 0.398 0.639
F 1.28476 -0.51380 -0.87610 0.113 0.083 -0.044
F 1.02871 6.10728 -4.01718 0.125 -0.474 0.337
F -0.99152 6.76572 -4.85928 0.605 -0.381 -0.272
F -1.32810 4.74625 -5.81640 0.295 -0.669 -0.053
O -2.63372 1.02835 -7.27859 0.081 -0.160 -0.603
O 3.65913 -2.06087 -2.33864 -0.514 0.240 0.146
O 5.76854 -0.38064 1.98584 -0.473 -0.155 0.294
O -6.78584 2.20006 0.77407 0.373 -0.488 -0.392
O 4.63416 2.92605 -0.89107 0.214 -0.006 0.576
N 4.58535 1.58227 2.26706 -1.344 0.275 0.233
N -1.86070 -3.80045 4.38031 -0.025 0.403 -1.582
N 4.66313 3.75984 -3.01069 -0.109 0.425 0.493
N -3.78689 1.71744 0.28184 1.738 0.138 -1.125
N -0.83625 2.39390 -6.80072 0.947 -0.749 -0.360
N 1.58258 -2.68007 -3.18876 0.033 0.343 -0.356
C -2.90848 -5.91322 3.80036 0.644 -0.348 -0.341
C 4.77836 2.61050 -2.01944 -0.016 -0.199 -0.868
C 0.38097 1.51169 -6.69362 -0.174 -0.076 -0.270
C 3.70910 -3.98131 -3.74583 -0.950 0.216 -0.766
C -5.83794 3.19934 0.42380 -1.066 0.700 0.831
C -2.46552 1.72413 -5.00889 0.177 -0.085 0.743
C -4.65521 0.60501 -0.21184 -0.638 0.234 0.314
C -2.08578 1.65037 -6.44082 -0.721 0.036 0.232
C -0.13663 -3.18658 6.13909 0.993 0.319 0.685
C 0.08957 -2.38210 7.44223 0.223 -0.611 -0.126
C 0.83049 -3.31534 -2.04355 -0.295 -0.163 -0.446
C 5.86182 0.79334 2.00091 0.776 -0.527 -0.763
C -2.70035 1.14390 1.11552 0.660 0.986 0.367
C -1.56049 -3.05327 5.66643 -0.201 -1.166 -0.319
C -0.91478 -1.83422 2.99362 -0.079 0.168 0.103
C -3.32344 -3.57739 3.99899 -0.718 -0.377 1.003
C 3.39230 1.14838 1.42353 -0.088 -0.459 0.134
C -1.68704 -5.33125 4.48155 -0.455 0.538 0.936
C -4.00524 -4.94959 4.14890 -0.395 0.765 -0.603
C -1.00137 -3.32911 3.21541 0.518 -0.377 0.271
C 7.04951 1.60062 1.64600 0.540 0.873 -0.431
C -3.12678 2.33457 -0.93228 -1.690 -0.609 -0.998
C 3.07741 -2.84578 -3.00684 1.205 -0.369 -0.072
C -4.50354 2.82706 1.03654 -0.891 -1.248 -0.089
C 4.98352 1.26493 -2.61245 0.267 -0.807 0.700
C 3.22055 4.25952 -3.07484 0.129 0.714 0.010
C 0.03816 -1.43992 1.84706 -0.438 -0.523 0.628
C -0.74506 -2.88977 8.62440 -0.149 1.316 -0.280
H 3.19667 5.07339 -3.79575 -0.152 -0.189 -0.173
H -0.02296 -1.32012 7.21222 -0.292 0.050 0.332
H 5.17246 0.54687 -1.81108 -0.159 0.203 0.155
H -1.81380 -2.80151 8.42148 -0.046 -0.338 0.085
H 6.80813 2.34511 0.87831 -0.301 0.119 0.272
H 1.33372 -3.12598 -4.07427 -0.220 -0.020 0.120
H 3.00379 4.69418 -2.10356 -0.059 -0.181 0.065
H 4.55611 -4.36828 -3.19353 0.064 -0.075 -0.082
H -0.01996 -3.76506 3.40796 0.098 0.271 -0.053
H -3.08495 0.74817 2.05162 -0.150 -0.234 -0.142
H 2.99257 -4.74010 -4.06924 0.087 -0.249 0.516
H 5.20056 4.51585 -2.57130 -0.006 0.046 -0.211
H 7.84644 1.01708 1.19026 -0.202 -0.507 0.337
H 0.36468 0.82007 -7.53326 -0.131 -0.131 0.126
H -7.67949 2.48875 0.55870 0.024 0.094 0.001
H 4.01490 -3.56677 -4.71654 0.429 0.083 0.200
H 2.51528 3.47157 -3.31214 0.168 -0.129 -0.156
H 5.06870 3.61357 -3.93745 -0.161 -0.330 0.014
H -4.84387 -4.98336 3.45352 -0.045 -0.203 0.098
H 5.86288 1.16462 -3.24964 -0.233 0.439 -0.387
H -2.23736 -3.53268 6.37418 -0.020 0.239 0.164
H -3.07167 -6.94341 4.11120 -0.075 0.039 0.034
H -5.30217 1.00369 -0.98759 -0.220 -0.077 0.180
H -2.65888 1.55993 -1.53632 0.625 -0.004 0.480
H -1.71644 -5.51117 5.55655 0.127 -0.310 -0.065
H 1.12805 -2.51695 7.75239 0.095 0.098 -0.316
H -0.56961 -2.19499 9.44689 0.030 -0.282 0.206
H 2.84983 0.31226 1.85921 0.534 -0.168 0.292
H -2.02481 1.97211 1.34552 -0.098 -0.041 0.196
H 0.61026 -2.85850 5.40901 -0.282 0.191 -0.189
H -1.91379 -2.04226 5.48404 0.286 0.177 0.248
H -6.19834 4.10704 0.92228 0.596 0.242 -0.088
H 1.40517 -1.66477 -3.29979 -0.104 0.046 0.544
H -3.99679 2.57663 -1.54576 0.260 0.695 -0.081
H 7.48622 2.13561 2.49338 -0.211 -0.002 0.107
H -1.55890 1.52145 -4.42793 -0.172 0.180 0.254
H -2.72492 -5.92022 2.72168 -0.186 -0.090 -0.011
H 1.26142 2.13776 -6.79865 -0.031 0.085 0.269
H -0.86403 2.63240 -7.79538 -0.490 0.502 0.172
H -3.84851 3.68674 1.12512 0.222 -0.117 0.013
H 4.69941 2.58554 2.10777 0.323 -0.051 0.113
H 4.06357 0.91448 -3.08384 0.049 0.249 -0.330
H 1.43015 -3.22933 -1.14557 0.055 -0.073 -0.002
H -0.71566 3.23038 -6.20536 -0.228 0.358 -0.230
H -4.41136 -5.07973 5.15098 0.175 -0.070 0.068
H -0.46076 -3.89192 8.93084 -0.098 -0.089 -0.059
H -0.13052 -2.83362 -1.88920 0.119 0.289 -0.187
H -1.38056 -3.81818 2.31584 -0.126 -0.088 0.121
H -4.07740 -0.21083 -0.63881 0.416 0.216 0.129
H -2.88419 2.67992 -4.68784 0.418 0.298 -0.360
H 4.28599 1.45396 3.23890 0.431 0.104 0.102
H -3.23185 0.98934 -4.77468 0.138 -0.240 -0.310
H -4.70555 2.33811 1.99027 -0.080 0.569 0.268
H -0.31572 -1.91657 0.93149 -0.032 0.469 -0.217
H -2.08786 0.45675 0.53732 -0.374 -0.301 -0.044
H 2.66938 1.95847 1.40772 0.298 0.254 -0.423
H -5.81947 3.44985 -0.64119 0.184 -0.328 -0.079
H -3.40842 -3.14394 3.00692 0.255 -0.270 -0.156
H 1.07086 -1.77281 1.96391 -0.024 0.015 0.340
H -0.65336 -1.31638 3.91818 0.232 -0.065 -0.053
H -3.79621 -2.87604 4.68517 0.322 0.153 0.048
H 0.00873 -0.35344 1.81771 0.157 -0.001 -0.598
H -2.52552 3.21390 -0.73945 0.171 -0.152 0.291
H -5.24070 0.25294 0.63359 -0.141 -0.048 -0.152
H 0.64348 -4.33764 -2.36116 0.159 -0.154 0.398
H -1.89862 -1.44201 2.71849 -0.083 -0.084 0.063
H 0.34974 0.98068 -5.74742 0.176 0.089 0.082
H -0.73201 -5.64235 4.07272 0.060 0.119 0.036
H 3.77620 0.83540 0.46228 -0.263 0.322 -0.218
H 0.17860 -4.20381 6.38900 -0.559 -0.239 -0.259